The following is a quantum chemistry calculation of 2 unconnected molecules or ions with the total composition C9H20N2Si at a distorted geometry, from the OMol25 dataset.

Calculated values
E_HOMO (alpha / beta) = -8.0410 / -7.8666 eV
F_max = 0.095 hartree/bohr
Orbital gap (alpha / beta) = 6.89 / 6.10 eV

```
! RIJCOSX wB97M-V def2-TZVPD def2/J DEFGRID3
* xyz 0 1
Si 2.31 0.63 0.14
N 1.11 -2.45 2.32
N 1.27 -0.49 0.89
C 1.36 2.19 -0.34
C -2.03 -0.91 0.23
C -2.38 -2.14 1.09
C 3.80 1.07 1.11
C -2.17 0.39 1.07
C -3.09 -0.77 -0.91
C 1.14 -1.45 1.67
C -0.83 -0.83 -0.61
C 2.57 -0.19 -1.58
H -0.53 0.11 -1.06
H -2.83 -0.06 -1.61
H -3.27 -1.71 -1.31
H -3.44 -2.10 1.26
H 4.59 1.82 0.81
H -1.21 0.79 1.07
H 3.31 1.46 2.06
H -2.73 1.31 0.70
H -1.82 -2.26 2.00
H 2.08 2.96 -0.50
H 4.44 0.23 1.41
H -3.78 -0.33 -0.27
H 2.63 0.48 -2.38
H -2.47 0.00 2.04
H -2.34 -3.03 0.45
H 0.90 2.53 0.55
H 0.91 2.05 -1.25
H -0.37 -1.62 -1.16
H 1.80 -0.71 -2.01
H 3.37 -0.91 -1.74
*
```


The following is a quantum chemistry calculation of 2 unconnected molecules or ions with the total composition C7H20N2O at a distorted geometry, from the OMol25 dataset.

Calculated values
E_HOMO = -7.8816 eV
Structure (SMILES) = CC(C)N(C)O.CCNC
F_max = 0.051 hartree/bohr
Orbital gap = 8.83 eV

```
! RIJCOSX wB97M-V def2-TZVPD def2/J DEFGRID3
* xyz 0 1
O -0.43 -0.94 0.93
N -0.93 0.34 0.54
N 2.03 -0.73 -0.10
C 2.55 0.66 -0.43
C -3.26 -0.53 0.13
C 1.42 1.61 -0.74
C -1.28 1.08 1.74
C -1.50 -0.55 -1.66
C 2.97 -1.53 0.67
C -2.03 0.18 -0.43
H 2.57 -2.53 0.83
H 1.15 1.57 -1.79
H -1.25 -1.57 -1.40
H -2.01 0.55 2.37
H -1.69 2.05 1.44
H -2.96 -1.49 0.55
H 3.07 0.99 0.48
H 1.82 -1.20 -0.98
H -3.98 -0.71 -0.67
H -0.37 1.22 2.31
H 3.95 -1.63 0.19
H 0.43 1.27 -0.15
H -2.25 -0.56 -2.45
H 1.69 2.63 -0.50
H 3.11 -1.05 1.64
H 3.28 0.59 -1.24
H 0.58 -0.94 0.57
H -0.61 -0.06 -2.04
H -3.76 0.06 0.89
H -2.30 1.21 -0.72
*
```


The following is a quantum chemistry calculation of a molecular structure, C26H32ClN11O7S3Sn, from the OMol25 dataset.

Calculated values
E_HOMO = -2.2769 eV
F_max = 0.006 hartree/bohr
Orbital gap = 6.48 eV

```
! RIJCOSX wB97M-V def2-TZVPD def2/J DEFGRID3
* xyz -2 1
Sn -1.06 -0.98 -0.58
Cl -2.53 -2.52 -1.96
S -1.03 1.80 1.23
S -4.68 -0.33 1.23
S 0.55 4.38 1.73
O -4.85 -1.38 2.22
O -0.45 -0.05 -2.40
O -5.76 -0.22 0.27
O -3.34 -0.37 0.62
O -0.66 1.52 2.85
O 1.23 2.51 3.75
O -0.27 -3.06 1.70
N 1.51 2.45 0.24
N 0.82 1.83 2.75
N 0.70 -3.13 -1.18
N -0.25 -7.82 -0.94
N 2.59 -1.40 1.05
N 3.31 -0.49 1.83
N 1.42 0.56 2.53
N 1.32 1.33 -0.54
N -0.82 -1.61 3.34
N 3.53 1.70 2.57
N -2.41 -3.08 2.51
C 2.69 0.64 2.31
C -4.71 1.20 2.14
C 2.06 1.32 -1.59
C -1.13 4.39 -0.49
C 0.71 -1.34 -3.97
C 3.09 -1.18 -4.23
C -3.53 4.13 -0.45
C -1.05 3.33 -1.38
C 2.20 -5.43 -1.59
C 0.22 -6.78 -1.07
C 0.14 -4.32 -1.03
C 0.61 2.62 1.21
C 1.95 0.22 -2.58
C -1.79 -0.99 4.22
C 0.71 -0.37 -2.95
C -2.19 2.64 -1.77
C 0.85 -5.50 -1.23
C 1.88 -1.74 -4.60
C 3.10 -0.20 -3.24
C -1.13 -2.60 2.46
C 3.02 2.45 -1.89
C 1.98 -3.06 -1.52
C -2.38 4.80 -0.05
C -3.43 3.03 -1.30
C 2.77 -4.19 -1.74
C 0.12 5.01 0.07
H 2.49 3.40 -1.80
H -3.83 1.26 2.78
H 3.02 2.48 2.97
H -2.09 1.77 -2.41
H 1.91 -0.86 0.50
H 0.97 4.84 -0.59
H 3.82 2.50 -1.15
H -0.08 2.98 -1.72
H 4.10 1.95 1.78
H -0.25 -1.78 -4.23
H -4.32 2.47 -1.57
H 0.00 6.09 0.21
H -3.16 -2.41 2.65
H -0.03 -1.04 3.07
H 4.05 0.24 -2.96
H 2.03 -2.00 1.65
H -4.49 4.44 -0.07
H -4.69 2.03 1.43
H -5.62 1.22 2.74
H 3.45 2.36 -2.89
H 1.84 -2.50 -5.37
H 2.40 -2.07 -1.63
H -2.60 -3.68 1.71
H 3.81 -4.07 -2.02
H -2.25 -1.74 4.86
H -1.27 -0.26 4.84
H -0.91 -4.34 -0.76
H 4.02 -1.49 -4.70
H -2.58 -0.48 3.68
H 4.25 -0.35 1.50
H -2.45 5.62 0.67
H 2.76 -6.34 -1.76
*
```


The following is a quantum chemistry calculation of a single C22H31N3O3 molecule at a distorted geometry, from the OMol25 dataset.

Calculated values
E_HOMO = -9.0462 eV
Structure (SMILES) = COCC1CCN(C(=O)CCc2nnc(CCCCc3ccccc3)o2)CC1
F_max = 0.028 hartree/bohr
Orbital gap = 9.83 eV

```
! RIJCOSX wB97M-V def2-TZVPD def2/J DEFGRID3
* xyz 0 1
O 2.85 1.97 -0.24
O -6.90 -1.05 0.50
O -1.93 2.39 -2.24
N -2.60 1.65 -0.23
N 1.98 1.33 1.66
N 3.29 1.00 1.67
C 5.48 -1.84 0.19
C -5.53 -1.39 0.58
C -4.71 -0.10 0.67
C 5.17 1.26 0.03
C -4.83 0.72 -0.61
C 1.73 -1.36 -1.85
C 6.12 0.53 0.99
C 4.17 -1.66 -0.53
C 1.74 1.91 0.53
C 3.79 1.38 0.54
C 4.13 -1.36 -1.88
C 1.76 -1.68 -0.50
C 0.44 2.44 0.06
C -7.73 -2.17 0.38
C -2.45 0.92 1.01
C -3.98 1.99 -0.51
C -3.24 -0.39 0.95
C -0.24 1.42 -0.87
C -1.67 1.85 -1.18
C 2.92 -1.20 -2.54
C 2.97 -1.83 0.15
C 5.67 -0.88 1.38
H 5.05 -1.24 -2.44
H -5.87 0.98 -0.79
H -7.63 -2.84 1.25
H 0.60 3.37 -0.49
H -4.36 2.63 0.30
H 5.55 2.28 -0.14
H 7.10 0.48 0.51
H 0.84 -1.82 0.05
H 2.91 -0.96 -3.59
H 0.79 -1.24 -2.36
H -2.84 -1.02 0.16
H 4.74 -0.80 1.94
H -5.23 -1.96 -0.32
H -0.22 0.43 -0.42
H -7.51 -2.74 -0.53
H -1.40 0.72 1.23
H -8.75 -1.80 0.34
H -5.34 -2.02 1.46
H 6.31 -1.72 -0.51
H 5.13 0.76 -0.93
H 6.43 -1.29 2.04
H 0.30 1.38 -1.82
H 2.99 -2.08 1.20
H 6.22 1.12 1.90
H 5.52 -2.86 0.57
H -3.13 -0.92 1.90
H -4.00 2.54 -1.45
H -0.18 2.64 0.93
H -5.13 0.49 1.50
H -4.48 0.13 -1.46
H -2.85 1.54 1.82
*
```


Q: F_max of number 3 (C26H32ClN11O7S3Sn)?
A: 0.006 hartree/bohr